[1]
The following is a DFT calculation (wB97M-V/def2-TZVPD) of C18H78FeN2O23 as an isolated structure.

As for the charge: +1. The calculation puts the molar mass at 746.66 g/mol. The calculation puts the electronic energy at -104386.5304 eV. For the LUMO energy (alpha / beta), the calculation gives -0.076 / -0.092 hartree. The calculation puts the frontier orbital gap (alpha / beta) at 7.817 / 7.576 eV. The multiplicity is 6.

```
122
Properties=species:S:1:pos:R:3:forces:R:3:lowdin_spin:R:1
Fe 0.993916 -0.365934 -2.094360 0.99 -0.80 -0.79 3.673
C 3.506171 2.829755 -0.380739 0.81 -1.08 -2.06 0.021
C 3.020808 3.276845 -1.802724 -2.47 -0.31 1.27 0.026
C 3.708004 4.546566 -2.261829 0.36 -1.21 -0.93 0.001
C 5.127278 4.247752 -2.876793 -0.93 -0.22 0.12 0.000
C 5.019239 3.227984 -4.063642 -1.32 -0.07 0.57 0.003
C 4.375882 1.846848 -3.577631 0.23 1.80 -1.66 0.027
N 3.090663 2.145788 -2.834065 0.95 -0.35 0.98 0.460
O 2.294395 1.130364 -2.698521 0.64 1.11 0.25 0.442
C 5.357316 1.070050 -2.759859 -0.10 -0.33 0.54 0.019
C 3.919219 1.039232 -4.797978 -0.31 -0.07 0.61 0.002
C 1.458498 3.529357 -1.696048 1.06 -0.16 -1.04 0.004
H 3.389911 3.529842 0.433631 -0.83 0.21 -0.05 0.002
H 4.586954 2.684155 -0.424224 0.05 -0.30 0.07 0.000
H 3.027317 1.856028 -0.258253 0.11 0.16 0.83 0.000
H 3.683025 5.166231 -1.367814 0.54 0.31 -0.14 0.000
H 3.028654 4.998489 -2.985791 0.34 0.29 -0.30 0.000
H 5.734897 3.758600 -2.112616 0.14 0.35 0.10 0.000
H 5.571273 5.220049 -3.118153 0.19 -0.45 -0.29 0.000
H 5.964129 2.994320 -4.581919 -0.20 0.17 0.51 0.000
H 4.339559 3.622806 -4.837010 0.22 0.06 0.21 0.001
H 6.200641 0.742330 -3.385152 -0.46 -0.15 0.12 0.003
H 4.748552 0.244058 -2.380873 0.74 -0.36 0.29 0.001
H 5.791744 1.653477 -1.946720 -0.19 -0.17 0.09 0.000
H 3.208414 1.674270 -5.320520 0.06 -0.17 -0.52 0.000
H 3.367785 0.178276 -4.421539 0.06 -0.08 -0.21 -0.001
H 4.717462 0.652973 -5.430528 0.12 0.45 0.02 0.000
H 1.202838 4.425145 -1.142143 0.15 -0.05 0.43 0.000
H 0.931638 2.636788 -1.358630 0.04 0.20 0.36 -0.001
H 1.132112 3.712069 -2.719889 -0.23 0.04 -0.11 0.000
C -2.589989 -1.046143 -1.822646 -0.86 -0.33 0.66 0.000
C -2.401320 -0.451098 -0.409248 -0.46 0.20 0.45 0.004
C -3.346912 -1.112306 0.637597 0.98 0.31 -0.37 0.001
C -2.990825 -0.692829 2.051778 0.14 -0.11 0.72 0.000
C -1.504772 -1.030930 2.323969 0.35 -0.15 -0.30 0.001
C -0.507888 -0.319267 1.343501 -1.80 0.50 0.94 0.004
N -0.980407 -0.683630 -0.002725 -0.01 -0.80 -0.17 0.032
O -0.187462 0.068755 -0.839743 -0.11 0.88 -0.54 0.182
C 0.973115 -0.659233 1.501829 -0.71 -1.38 0.11 0.000
C -0.607526 1.182212 1.590199 0.62 0.43 -0.29 0.001
C -2.672600 1.072235 -0.461616 -0.44 -0.45 -0.73 0.001
H -1.912981 -0.554115 -2.504166 -0.04 0.01 -0.35 0.000
H -3.639683 -0.946742 -2.139358 0.28 0.49 0.03 0.000
H -2.456911 -2.137827 -1.880001 0.37 0.21 0.31 0.000
H -3.132028 -2.192441 0.653500 -0.63 0.08 -0.52 0.000
H -4.379750 -0.828932 0.365327 0.33 -0.55 0.14 0.000
H -3.648703 -1.216855 2.764448 0.40 -0.11 -0.24 0.000
H -3.227303 0.341223 2.265927 0.11 0.43 -0.13 0.000
H -1.448073 -2.121036 2.229090 0.34 -0.09 -0.15 0.000
H -1.177016 -0.818818 3.339000 -0.18 0.21 0.18 0.000
H 1.059703 -1.654947 1.071079 0.45 -0.26 -0.10 0.000
H 1.159511 -0.781859 2.572387 0.29 0.35 -0.11 0.000
H 1.703753 0.009844 1.017911 -0.69 -0.08 0.43 0.000
H -1.614942 1.531501 1.724382 -0.09 0.14 0.73 0.000
H -0.266949 1.634080 0.664567 0.28 0.37 0.02 0.000
H 0.072368 1.479413 2.390847 -0.24 -0.02 0.13 0.000
H -1.813846 1.494360 -0.982827 0.03 0.33 0.30 0.000
H -2.794926 1.423108 0.551501 -0.12 0.40 -0.25 0.000
H -3.560576 1.351544 -1.040724 -0.06 -0.39 0.07 0.000
O -5.671544 -0.500590 -4.629709 -0.05 0.37 0.00 0.000
H -6.044141 -1.038132 -3.922422 0.07 -0.16 -0.04 0.000
H -4.755840 -0.786100 -4.650449 0.07 -0.10 -0.07 0.000
O 1.850645 1.356541 4.337626 0.28 -0.19 -0.18 0.000
H 1.681226 1.068694 5.240230 -0.15 -0.02 -0.04 0.000
H 1.589882 2.290420 4.317470 -0.22 -0.03 0.20 0.000
O -1.173581 4.755260 2.709435 -0.17 0.11 -0.13 0.000
H -1.336582 3.849382 2.428477 -0.07 -0.06 -0.11 0.000
H -1.881864 5.290217 2.317661 0.34 -0.22 0.23 0.000
O -0.144897 -0.049483 -4.013567 0.23 0.45 0.17 0.028
H -0.285256 -0.672510 -4.739599 -0.10 0.51 0.18 0.002
H -0.552321 0.859734 -4.170094 0.29 -1.02 0.07 0.000
O 4.432114 -3.089446 1.268852 -0.30 -0.06 0.14 0.000
H 4.282367 -3.942880 0.843772 0.19 0.07 -0.03 0.000
H 3.902000 -3.219525 2.076548 0.14 0.11 -0.40 0.000
O -0.312390 -0.480157 5.809722 -0.53 -0.18 0.30 0.000
H -1.204946 -0.097944 5.698528 0.63 -0.22 0.07 0.000
H -0.366814 -1.014255 6.620880 -0.01 0.32 -0.31 0.000
O -5.569901 -2.916182 -3.113962 -0.51 -0.17 0.16 0.000
H -6.425559 -3.323899 -2.910772 0.17 0.13 -0.30 0.000
H -5.067976 -3.125352 -2.320675 0.28 -0.11 0.32 0.000
O 2.861490 -1.365518 -1.006018 0.00 -0.03 0.35 0.030
H 3.322626 -0.950344 -0.249289 -0.18 0.02 -0.44 0.000
H 2.721080 -2.263154 -0.655244 -0.08 0.28 -0.25 0.000
O -0.493655 -5.475386 1.334077 0.28 0.31 0.80 0.000
H -0.317439 -5.955440 2.165311 -0.25 0.13 -0.50 0.000
H -0.595303 -4.553049 1.633785 -0.10 -0.40 -0.25 0.000
O 3.789596 0.750323 2.221272 0.20 -0.10 -0.29 0.000
H 4.653209 0.392660 2.450564 -0.07 0.00 0.07 0.000
H 3.248681 0.693757 3.020635 -0.12 0.17 0.18 0.000
O -4.409595 -4.191042 -0.651647 -0.51 0.21 -0.05 0.000
H -4.615216 -5.127511 -0.574917 0.06 -0.04 -0.01 0.000
H -3.454950 -4.134345 -0.702369 0.52 -0.14 0.08 0.000
O -6.007410 -2.643044 2.130451 -0.11 -0.06 0.10 0.000
H -6.541312 -3.422173 2.325935 0.05 0.12 0.02 0.000
H -5.714469 -2.774957 1.223323 0.14 -0.04 -0.10 0.000
O -1.373190 2.349817 -3.953520 -0.22 -0.27 -0.78 0.000
H -1.400773 2.956727 -3.207857 -0.02 0.40 0.40 0.000
H -2.066509 2.632545 -4.570182 0.30 -0.10 0.31 0.000
O -5.029075 -0.227692 4.779488 -0.28 0.07 -0.14 0.000
H -5.706030 -0.505561 4.139166 0.30 0.09 0.27 0.000
H -5.410256 0.525450 5.251000 0.02 -0.23 -0.15 0.000
O -1.406607 -4.807059 -1.704034 -0.38 -0.22 -0.44 0.001
H -1.272234 -5.765755 -1.604181 -0.11 0.45 -0.03 0.000
H -1.897240 -4.673989 -2.537288 0.30 -0.32 0.42 0.000
O 2.296088 -4.413278 2.504438 -0.08 0.20 0.25 0.000
H 1.583769 -4.850692 2.031107 -0.01 -0.07 -0.24 0.000
H 1.838406 -3.822774 3.133049 -0.04 -0.20 0.06 0.000
O -2.066576 -4.158927 4.823216 -0.05 0.24 0.12 0.000
H -2.601264 -3.417680 5.141291 0.03 -0.12 -0.18 0.000
H -2.136111 -4.818137 5.522409 0.05 -0.05 -0.04 0.000
O 0.151974 -2.556533 -1.881339 1.38 0.12 -1.06 0.026
H -0.574573 -2.405770 -1.287455 -0.63 0.23 0.94 0.000
H 0.148824 -3.495773 -2.110050 -0.13 0.17 0.18 0.002
O -1.878329 4.325530 -1.831528 -0.21 -0.39 0.04 0.000
H -2.224705 3.709061 -1.167422 0.15 0.11 -0.08 0.000
H -2.671342 4.706306 -2.226541 0.03 0.14 0.02 0.000
O 0.677050 -3.115447 4.426638 0.07 0.52 0.05 0.000
H 0.616558 -2.179811 4.693742 -0.05 -0.36 -0.16 0.000
H -0.233527 -3.441142 4.461818 -0.13 -0.07 0.13 0.000
O 0.786515 3.974497 4.799583 0.71 -0.15 -0.04 0.000
H 1.657079 4.373269 4.630984 -0.55 0.08 0.07 0.000
H 0.196780 4.294516 4.106165 -0.09 0.31 -0.10 0.000
```
Forces are in eV/Å.

[2]
The following is a DFT calculation (wB97M-V/def2-TZVPD) of C18H82N4O22V as an isolated structure.

As for the charge: 0. The calculation puts the molar mass at 757.80 g/mol. The calculation puts the electronic energy at -96690.2530 eV. For the LUMO energy (alpha / beta), the calculation gives -0.003 / -0.003 hartree. The calculation puts the frontier orbital gap (alpha / beta) at 6.633 / 9.139 eV. The multiplicity is 4.

```
127
Properties=species:S:1:pos:R:3:forces:R:3:lowdin_spin:R:1
V 26.743370 -18.788680 3.409890 0.45 -0.19 -0.64 2.807
O 25.787670 -19.683290 1.742250 0.65 -0.64 -0.16 0.036
H 26.200820 -20.527350 1.475050 0.12 0.55 0.43 0.003
O 27.873660 -17.714290 4.753650 0.52 0.16 1.11 0.050
H 28.802400 -17.574640 5.022850 -0.93 -0.81 -0.10 0.002
C 29.776330 -20.938560 6.080970 -0.54 0.26 -1.46 0.000
C 31.048420 -20.163210 6.223050 0.78 -0.30 0.41 0.000
C 31.026290 -18.691720 5.812530 -0.30 0.32 -0.16 0.000
O 32.245670 -18.004370 5.987770 1.87 0.46 0.06 0.000
C 33.445930 -18.572060 5.383170 -1.31 -0.79 0.93 0.000
N 31.494820 -20.327010 7.629600 0.13 0.18 -1.41 0.000
H 29.488890 -20.905020 5.030090 -0.25 0.01 -0.08 0.000
H 28.936240 -20.487720 6.609270 0.03 -0.12 0.24 0.000
H 29.892780 -21.994970 6.322930 0.14 0.16 0.35 0.000
H 31.790800 -20.587580 5.547120 0.20 -0.52 0.20 0.000
H 30.346540 -18.136720 6.459070 -0.25 0.05 0.11 0.000
H 30.715680 -18.512600 4.783190 -0.26 -0.49 -0.34 0.000
H 33.168870 -19.062630 4.450070 0.25 0.00 -0.19 0.000
H 33.824530 -19.302210 6.098470 0.09 -0.51 -0.21 0.000
H 34.302170 -17.910110 5.253640 -0.74 0.80 -0.09 0.000
H 30.731540 -19.896730 8.131950 0.13 0.20 0.71 0.000
H 32.286970 -19.701100 7.658670 0.24 0.23 0.86 0.000
C 31.881450 -16.726700 0.849040 0.22 -0.38 0.09 0.000
C 32.859180 -17.637260 1.582200 -1.01 0.27 -0.44 0.000
C 32.522290 -19.095150 1.426530 0.51 -1.22 -0.45 0.000
O 31.336720 -19.506800 2.052810 -1.08 1.16 -0.12 0.000
C 31.284040 -20.866100 2.372000 -0.14 -0.06 0.83 0.000
N 34.150870 -17.431680 0.955660 0.56 -0.33 0.43 0.000
H 31.891560 -16.981220 -0.210780 -0.02 -0.11 -0.07 0.000
H 32.287520 -15.718340 0.929130 -0.55 0.24 0.14 0.000
H 30.863250 -16.832180 1.223540 0.07 0.37 0.12 0.000
H 32.857430 -17.420070 2.650340 -0.08 0.23 0.24 0.000
H 33.325300 -19.705040 1.840410 0.47 0.00 0.27 0.000
H 32.489720 -19.392330 0.378330 -0.04 0.26 -0.37 0.000
H 31.370880 -21.548850 1.526770 0.50 0.12 -0.16 0.000
H 30.317340 -21.089500 2.823310 -0.10 0.30 -0.02 0.000
H 32.025480 -20.982010 3.162530 0.34 -0.86 -0.13 0.000
H 34.384880 -16.449520 0.982200 -0.06 0.23 -0.14 0.000
H 34.827630 -17.863420 1.568600 0.50 -0.20 -0.13 0.000
C 20.829380 -15.993700 5.664900 -0.55 -0.02 -1.13 0.000
C 22.252770 -15.549330 5.893820 0.13 0.01 1.41 0.000
C 22.669990 -15.755530 7.348940 -0.26 0.28 -0.13 0.000
O 21.880340 -14.959200 8.242930 0.53 0.13 -0.32 0.000
C 22.243440 -13.578480 8.257550 -0.02 -0.59 1.08 0.000
N 23.234170 -16.204310 5.041390 -0.21 -0.52 -0.45 0.000
H 20.428630 -15.253040 4.972860 -0.47 -0.37 -0.33 0.000
H 20.121880 -16.024940 6.493490 0.59 0.24 0.43 0.000
H 20.791780 -16.981550 5.205740 0.07 -0.05 -0.16 0.000
H 22.280400 -14.479760 5.685590 0.03 0.31 0.26 0.000
H 23.745460 -15.579560 7.370900 0.24 0.55 0.57 0.000
H 22.567910 -16.789110 7.679700 -0.36 -0.08 -0.19 0.000
H 21.798390 -12.983910 7.459730 0.44 -0.16 -0.40 0.000
H 23.323710 -13.530210 8.394600 0.23 0.41 -0.75 0.000
H 21.879450 -13.130670 9.182250 -0.40 -0.26 0.11 0.000
H 24.098540 -15.682130 5.058720 0.33 0.10 0.27 0.000
H 22.930680 -16.123010 4.081500 -0.10 -0.09 -0.39 0.000
C 21.934470 -18.299800 1.467410 -0.12 -0.41 -0.53 0.000
C 22.775020 -18.197320 0.188930 -1.50 -0.11 -1.62 0.000
C 22.212450 -17.176220 -0.844790 -0.39 -1.49 -0.95 0.000
O 22.872860 -17.399070 -2.128620 0.38 0.57 0.29 0.000
C 22.432440 -16.452500 -3.110160 -0.63 0.47 1.20 0.000
N 24.096130 -17.827760 0.447290 2.07 1.72 0.71 0.000
H 21.260980 -19.145780 1.330150 -0.08 0.02 0.28 0.000
H 21.325970 -17.421880 1.684390 0.15 0.17 -0.08 0.000
H 22.587360 -18.495000 2.318130 -0.04 -0.08 0.04 0.000
H 22.864260 -19.156660 -0.320770 -1.02 -0.39 -0.10 0.000
H 22.257300 -16.153400 -0.470720 0.60 0.29 -0.11 0.000
H 21.159090 -17.340680 -1.071680 -0.34 -0.25 0.42 0.000
H 21.358110 -16.555310 -3.262950 -0.23 -0.18 -0.12 0.000
H 22.904090 -16.456540 -4.092820 0.49 -0.71 0.40 0.000
H 22.565990 -15.463170 -2.672560 0.12 0.36 -0.20 0.000
H 24.605720 -17.679540 -0.412030 0.01 0.12 -0.10 0.000
H 24.621730 -18.491370 0.998180 0.11 -0.50 0.21 0.000
O 26.511770 -19.795280 -0.844190 0.47 -0.43 -1.08 0.000
H 26.035540 -19.172360 -1.393200 -0.05 -0.03 -0.34 0.000
H 26.158150 -19.659620 0.034890 -0.21 0.66 1.25 0.000
O 26.284660 -15.860570 6.009240 -0.87 1.23 0.27 0.000
H 26.877330 -16.562000 5.739120 0.88 -0.97 -0.87 0.000
H 26.584570 -15.616920 6.884980 -0.01 0.06 0.28 0.000
O 27.104880 -18.788630 7.315450 -0.55 -0.63 1.13 0.000
H 27.272240 -18.481030 6.424600 0.26 0.39 -1.31 0.000
H 27.975210 -18.928610 7.688490 0.20 0.06 0.13 0.000
O 27.029460 -14.048780 3.789150 -0.15 0.17 -0.36 0.000
H 26.391390 -13.449480 3.401930 -0.03 0.21 -0.29 0.000
H 26.656670 -14.279150 4.640150 -0.15 -0.49 0.78 0.000
O 28.787230 -21.474710 0.323980 0.21 0.08 0.31 0.000
H 28.545360 -22.316720 0.709650 -0.04 -0.33 0.09 0.000
H 28.145410 -21.336590 -0.372610 -0.39 0.29 -0.54 0.000
O 24.207880 -21.520730 2.603390 -0.80 -1.58 -0.19 0.001
H 24.837010 -20.876420 2.278920 0.27 1.10 -0.22 0.001
H 23.924210 -21.174230 3.449390 -0.13 -0.06 0.15 0.000
O 24.897700 -18.617930 4.618020 1.20 -0.03 -0.39 0.028
H 24.278040 -19.329110 4.780690 -0.41 -0.34 -0.14 0.001
H 24.417700 -17.823330 4.851360 -0.45 1.00 0.29 0.001
O 25.839260 -21.479520 6.803820 -0.46 -0.40 -0.15 0.000
H 26.146140 -22.217990 7.329860 0.00 -0.37 0.04 0.000
H 26.073760 -20.705880 7.316380 0.34 1.03 0.17 0.000
O 29.353230 -15.491920 4.042820 1.02 0.27 -0.07 0.001
H 28.606140 -14.908100 3.911500 -0.11 0.30 -0.09 0.000
H 28.968960 -16.367570 4.085280 -0.47 -0.12 -0.26 0.000
O 23.544630 -20.790690 5.067360 -0.52 -0.09 0.40 0.000
H 22.763870 -21.284030 5.318880 -0.40 -0.01 -0.04 0.000
H 24.204590 -21.039630 5.714450 0.58 -0.35 0.54 0.000
O 26.389790 -16.736750 2.591270 0.25 -0.89 -0.13 0.020
H 25.506160 -16.418130 2.407100 -0.73 0.22 -0.29 0.001
H 26.807130 -16.022220 3.072400 0.37 0.39 0.33 0.001
O 23.674300 -15.698490 1.987050 -0.17 1.49 1.42 0.000
H 23.693860 -16.470290 1.421210 0.51 -1.32 -1.07 0.000
H 23.527230 -14.965940 1.388740 0.02 0.27 -0.06 0.000
O 24.623670 -22.152460 -0.302670 0.05 -0.35 -0.29 0.000
H 25.161140 -21.360760 -0.326360 0.16 0.31 -0.32 0.000
H 24.210420 -22.136230 0.560570 -0.27 -0.02 0.55 0.000
O 28.588350 -19.268810 2.045350 -0.95 0.54 0.87 0.018
H 29.493390 -18.975960 1.938690 0.65 0.20 0.20 0.001
H 28.493890 -19.988550 1.421420 -0.08 -0.50 -0.55 0.000
C 27.271740 -22.119790 3.922720 0.09 -0.56 -1.34 0.002
O 26.993860 -20.852110 4.441060 0.05 0.46 0.36 0.022
H 27.930290 -21.927140 3.075780 -0.10 -0.51 -0.21 0.000
H 27.757240 -22.820400 4.602080 0.35 0.36 0.41 0.000
H 26.328600 -22.591070 3.646180 0.06 -0.10 -0.59 0.000
H 26.501360 -21.113630 5.222510 -0.33 0.91 0.87 0.001
C 28.605030 -16.479130 -0.904870 -0.39 -1.19 1.95 0.000
O 28.046870 -16.292810 -2.156830 0.30 0.86 -1.49 0.000
H 29.530240 -15.957050 -0.660910 -0.09 0.48 -0.95 0.000
H 27.909320 -16.221870 -0.106180 -0.15 0.21 0.16 0.000
H 28.826900 -17.531980 -0.730540 0.12 -0.31 -0.03 0.000
H 27.133680 -16.584640 -2.207020 0.16 -0.06 0.39 0.000
```
Forces are in eV/Å.

One value per record, in order, for F_max: 0.054; 0.054 hartree/bohr.